A molecular structure, C18H21MnN3O7. Source: the Open Molecules 2025 dataset; level of theory: wB97M-V/def2-TZVPD.

Its expectation value of S² is 8.758. As for the total charge: -2. Its energy above the lowest of the compared OMol25 structures with the same formula, charge and spin is 0.767 eV. The calculation puts the total energy at -69133.404 eV. The orbital gap (spin up / spin down) comes out at 5.3 / 6.0 eV. The spin multiplicity is 6.

Each line ends with the Löwdin spin population.
Element x y z (Å)
1 Mn -0.2888 0.0956 0.8491  4.594
2 O 2.1572 1.0743 -0.2874  0.014
3 C 3.0505 1.2380 0.7821  0.001
4 C 3.2138 -0.0214 1.6403  0.002
5 N 1.9373 -0.5306 2.1237  0.020
6 C 1.8778 -1.9800 2.0031  0.002
7 C 1.9251 -2.3473 0.4797  0.002
8 O 2.5067 -3.3818 0.1554  0.002
9 O 1.3943 -1.4904 -0.2739  0.026
10 C 1.6127 -0.0590 3.4535  0.001
11 C 0.1253 -0.3844 3.8245  0.007
12 O -0.1408 -0.4976 5.0216  0.007
13 O -0.6714 -0.4961 2.8607  0.045
14 H 2.0172 0.1092 -0.4553  0.001
15 H 2.6865 2.0724 1.3903  0.000
16 H 4.0430 1.5185 0.3787  0.000
17 H 3.9011 0.1962 2.4810  0.001
18 H 3.6780 -0.7920 1.0135  0.000
19 H 0.9183 -2.3270 2.3912  0.001
20 H 2.6952 -2.4829 2.5579  0.001
21 H 1.6982 1.0312 3.4648  0.000
22 H 2.2868 -0.4764 4.2278  0.000
23 C 0.6172 4.2174 1.9031  0.006
24 C 0.0920 3.0615 1.0614  0.025
25 O 0.0469 1.9002 1.6300  0.069
26 C -0.3342 3.3213 -0.2247  0.010
27 C -0.8647 2.3504 -1.0863  0.035
28 C -1.3721 2.7346 -2.4456  0.006
29 N -0.9770 1.0533 -0.7376  0.038
30 N -1.6324 0.2930 -1.6135  0.017
31 C -1.7837 -0.9641 -1.1948  0.007
32 O -1.4093 -1.2801 0.0243  0.055
33 C -2.3645 -1.9081 -2.0947  0.002
34 C -2.8166 -1.5103 -3.3773  -0.001
35 C -3.3164 -2.4297 -4.2615  0.000
36 C -3.3771 -3.7863 -3.9286  -0.002
37 C -2.9274 -4.1917 -2.6677  0.000
38 C -2.4450 -3.2806 -1.7656  -0.001
39 H 1.2200 3.8289 2.7193  0.000
40 H -0.2192 4.7709 2.3357  0.001
41 H 1.2118 4.9001 1.2963  0.001
42 H -0.2717 4.3393 -0.5880  0.001
43 H -1.1688 3.7807 -2.6591  0.001
44 H -2.4456 2.5474 -2.5014  0.002
45 H -0.9015 2.0948 -3.1902  0.001
46 H -2.7350 -0.4638 -3.6301  0.000
47 H -3.6539 -2.1038 -5.2409  0.000
48 H -3.7600 -4.5112 -4.6372  0.000
49 H -2.9502 -5.2467 -2.4137  0.000
50 H -2.0856 -3.5839 -0.7942  0.000

Cartesian forces (eV/Å) of the 6 atoms listed first:
2.0 -1.4 2.0
0.1 -0.2 -0.2
0.2 0.0 -0.1
-0.1 0.3 -0.3
0.1 0.0 0.2
0.0 -0.1 -0.5

=====

A molecular structure, BeH8O4. Source: the Open Molecules 2025 dataset; level of theory: wB97M-V/def2-TZVPD.

As for the total charge: +2. Its energy above the lowest of the compared OMol25 structures with the same formula, charge and spin is 0.277 eV. The calculation puts the total energy at -8707.625 eV. The orbital gap comes out at 15.0 eV.

Each line ends with the natural charge from an NBO analysis.
Element x y z (Å)
1 Be -0.0203 -0.0051 -0.0331  1.704
2 O -1.5441 -0.7186 -0.1698  -1.054
3 H -1.8291 -0.8687 -1.0898  0.555
4 H -2.3320 -0.9263 0.3361  0.569
5 O 0.9800 -0.9133 0.9232  -1.034
6 H 0.7449 -1.6700 1.4532  0.558
7 H 1.9076 -1.0328 0.8445  0.548
8 O 0.7593 0.2635 -1.6183  -1.014
9 H 1.1483 1.1575 -1.7760  0.561
10 H 1.4592 -0.3729 -1.7315  0.535
11 O -0.2885 1.4748 0.6691  -1.038
12 H 0.2086 1.8371 1.3995  0.556
13 H -1.1939 1.7747 0.7929  0.553

Cartesian forces (eV/Å) of the 6 atoms listed first:
-0.1 0.3 -0.1
0.7 0.2 -1.4
0.1 -0.1 -0.1
-0.2 0.0 0.9
-1.1 0.4 -0.4
-0.9 -0.7 0.6

=====

2 unconnected molecules or ions with the total composition ClH2NOS2. Source: the Open Molecules 2025 dataset; level of theory: wB97M-V/def2-TZVPD.

Its energy above the lowest of the compared OMol25 structures with the same formula, charge and spin is 1.304 eV. The calculation puts the total energy at -37760.479 eV. The orbital gap comes out at 8.3 eV.

Each line ends with the natural charge from an NBO analysis.
Element x y z (Å)
1 N -1.8268 0.9342 -3.5267  -0.794
2 O -2.4658 -0.1604 -1.3228  -0.860
3 S 0.5205 -0.9122 0.1449  -0.345
4 S -2.8884 0.5476 -2.4880  1.481
5 Cl -0.1707 0.5526 -3.4774  0.191
6 H 1.9004 -1.1685 -0.1233  0.157
7 H -0.0289 -0.6168 -1.1515  0.170

Cartesian forces (eV/Å) of the 6 atoms listed first:
-0.6 0.1 -0.2
0.1 -0.7 1.0
0.7 0.0 -1.4
1.1 0.6 -1.2
-0.6 0.0 0.3
-2.0 0.5 -0.2